This record from the Open Molecules 2025 dataset describes a cluster of 2 separate species, CH2Cl2O3 in total. The level of theory is the ωB97M-V functional and the def2-TZVPD basis.

Element x y z (Å)
O -1.01058 -1.15421 -1.63103
C 0.09085 -1.08435 -1.15499
Cl 1.61091 -0.66615 -2.05140
O 0.53129 -1.21457 0.05618
Cl -0.65076 -1.56977 1.25261
O -0.23706 1.73607 0.89888
H -0.98019 2.05648 1.36489
H 0.64555 1.89650 1.26485

Properties
SMILES: O=C(Cl)OCl.O
E_LUMO, eV: -1.03
HOMO, eV: -11.4754
ΔE to the lowest compared entry with this formula, charge and spin, eV: 0.611
Gap between HOMO and LUMO, eV: 10.44



This record from the Open Molecules 2025 dataset describes a cluster of 2 separate species, CH2Cl3NS in total. The level of theory is the ωB97M-V functional and the def2-TZVPD basis.

Element x y z (Å)
C -2.62162 0.87884 0.02705
N 2.30870 -1.16653 0.21462
S 1.59149 -0.10293 -0.78403
Cl -2.79170 1.35415 1.61706
Cl -3.05138 2.04537 -1.12930
Cl -1.25103 -0.12323 -0.35792
H 2.58619 -2.09371 -0.19434
H 3.22935 -0.79197 0.60685

Properties
E_LUMO (spin up / spin down), eV: -0.97 / -0.57
HOMO (spin up / spin down), eV: -8.3399 / -8.5976
ΔE to the lowest compared entry with this formula, charge and spin, eV: 2.300
Gap between HOMO and LUMO (spin up / spin down), eV: 7.37 / 8.03



This record from the Open Molecules 2025 dataset describes an isolated molecule of CH2Cl3P. The level of theory is the ωB97M-V functional and the def2-TZVPD basis.

Element x y z (Å)
P -1.12224 0.84110 0.03859
C 0.61138 -0.07555 0.15140
Cl 1.40694 0.60016 -1.32502
Cl 1.46490 0.45622 1.58744
Cl 0.55079 -1.82791 0.13376
H -1.61902 -0.28948 0.59731
H -1.29275 0.29546 -1.18348

Properties
SMILES: PC(Cl)(Cl)Cl
E_LUMO, eV: 0.42
HOMO, eV: -10.4816
ΔE to the lowest compared entry with this formula, charge and spin, eV: 1.150
Gap between HOMO and LUMO, eV: 10.90



This record from the Open Molecules 2025 dataset describes a cluster of 2 separate species, CH2ClFO3 in total. The level of theory is the ωB97M-V functional and the def2-TZVPD basis.

Element x y z (Å)
C -0.39259 0.28801 -1.66414
O -0.29299 -0.77737 1.53129
O 1.42277 0.46561 0.61691
O 0.29585 0.56250 1.33497
F -0.59002 -1.01379 -1.81581
Cl -1.33169 1.12973 -0.59440
H 0.67235 0.45924 -1.81126
H 0.21633 -1.11394 2.40244

Properties
E_LUMO (spin up / spin down), eV: 0.42 / -1.78
HOMO (spin up / spin down), eV: -8.0460 / -11.6426
Gap between HOMO and LUMO (spin up / spin down), eV: 8.47 / 9.86
Multiplicity: 3
<S²>: 2.01



This record from the Open Molecules 2025 dataset describes an isolated molecule of CH2ClFS. The level of theory is the ωB97M-V functional and the def2-TZVPD basis.

Element x y z (Å)
F 0.49180 1.29069 -0.38661
C 0.14301 0.02744 -0.54097
S 0.36152 -0.72279 1.38800
Cl -1.43916 -0.10278 -1.46358
H 1.04767 -0.36055 -1.16132
H -0.60485 -0.13200 2.16449

Properties
SMILES: F[C@@H](S)Cl
E_LUMO, eV: 0.03
HOMO, eV: -9.8950
ΔE to the lowest compared entry with this formula, charge and spin, eV: 0.825
Gap between HOMO and LUMO, eV: 9.92



This record from the Open Molecules 2025 dataset describes a cluster of 2 separate species, CH2ClIO in total. The level of theory is the ωB97M-V functional and the def2-TZVPD basis.

Element x y z (Å)
C 0.32493 0.29799 0.25326
O -0.93973 -0.90614 -0.72844
Cl -0.03331 1.80845 -0.46281
I 2.36890 -0.40273 -0.14064
H 0.01916 0.08344 1.24612
H -1.73995 -0.88101 -0.16750

Properties
E_LUMO, eV: -0.62
HOMO, eV: -10.1368
ΔE to the lowest compared entry with this formula, charge and spin, eV: 2.432
Gap between HOMO and LUMO, eV: 9.52



This record from the Open Molecules 2025 dataset describes a cluster of 2 separate species, CH2ClN2O2 in total. The level of theory is the ωB97M-V functional and the def2-TZVPD basis.

Element x y z (Å)
C -1.37637 0.13244 0.13620
N 0.67405 -0.45888 0.75759
N 1.47339 0.04491 -0.08498
O 1.21735 0.78410 -1.09865
O 2.65942 -0.22045 0.21217
Cl -1.93015 -1.44598 0.00367
H -1.09178 0.42549 -0.86557
H -1.62591 0.73837 0.93957

Properties
E_LUMO (spin up / spin down), eV: 3.74 / 3.72
HOMO (spin up / spin down), eV: -3.5920 / -3.8118
ΔE to the lowest compared entry with this formula, charge and spin, eV: 3.746
Gap between HOMO and LUMO (spin up / spin down), eV: 7.33 / 7.54
Net charge: -1



This record from the Open Molecules 2025 dataset describes an isolated molecule of CH2ClN3S. The level of theory is the ωB97M-V functional and the def2-TZVPD basis.

Element x y z (Å)
C 1.94126 0.43814 -0.09867
N 0.61216 0.51959 -0.15305
N -1.57162 0.26671 -0.15904
N -0.34703 -0.22356 -0.47364
S 3.45448 0.58561 0.19313
Cl -0.08835 -2.03242 0.37634
H -2.42556 -0.14250 -0.44804
H -1.57534 0.58842 0.76297

Properties
E_LUMO (spin up / spin down), eV: -0.30 / -2.49
HOMO (spin up / spin down), eV: -7.0313 / -9.9682
ΔE to the lowest compared entry with this formula, charge and spin, eV: 0.484
Gap between HOMO and LUMO (spin up / spin down), eV: 6.74 / 7.48
Multiplicity: 3
<S²>: 2.03